Entry 1:
Formula: C46H54AsF6N5O3PS2Sn
Source: OMol25
Level of theory: ωB97M-V/def2-TZVPD

Cartesian coordinates (Å):
Sn  0.0000  0.0000  0.0000
F  0.5530  0.3456  1.8297
As  1.0712  0.6695  3.5405
F  1.5119  2.3718  3.0845
F  2.7556  0.1241  3.1332
F  1.5896  0.9933  5.2515
F  0.6303  -1.0332  3.9963
F  -0.6134  1.2146  3.9476
C  -4.0680  2.2691  -1.5545
C  -2.9060  1.6982  -0.7302
C  -3.5264  0.8348  0.4003
C  -2.1646  2.8579  -0.0406
P  -1.7227  0.6109  -1.6680
C  -2.7391  -0.5890  -2.5568
C  -2.7337  -1.9144  -2.0893
C  -3.4905  -2.9089  -2.7155
C  -4.2673  -2.5955  -3.8254
C  -4.2862  -1.2893  -4.3047
C  -3.5282  -0.2966  -3.6740
C  -0.6759  1.5431  -2.8824
C  -1.3630  2.6812  -3.6403
C  0.5368  2.1363  -2.1230
C  -0.0878  0.5583  -3.9229
H  -4.6906  2.9304  -0.9388
H  -4.7332  1.4843  -1.9286
H  -3.7361  2.8594  -2.4101
H  -4.1987  1.4328  1.0277
H  -2.7577  0.4125  1.0594
H  -4.1182  0.0013  0.0039
H  -2.8304  3.3982  0.6437
H  -1.7965  3.5962  -0.7581
H  -1.3117  2.5053  0.5515
H  -2.1344  -2.1891  -1.2228
H  -3.4698  -3.9259  -2.3333
H  -4.8569  -3.3658  -4.3147
H  -4.8931  -1.0374  -5.1704
H  -3.5806  0.7098  -4.0734
H  -1.6887  3.4851  -2.9751
H  -2.2284  2.3448  -4.2146
H  -0.6726  3.1411  -4.3587
H  0.2440  2.8942  -1.3912
H  1.2344  2.6221  -2.8165
H  1.1008  1.3623  -1.5877
H  -0.8573  0.1495  -4.5861
H  0.4253  -0.2854  -3.4454
H  0.6452  1.0592  -4.5674
C  6.8539  -0.8548  -6.4769
O  5.5359  -0.4390  -6.1086
C  5.5008  0.7968  -5.5027
C  6.1706  1.9069  -6.0230
C  6.0811  3.1367  -5.3696
C  5.3063  3.2648  -4.2163
C  4.6149  2.1632  -3.7025
C  4.7218  0.9221  -4.3350
N  4.0568  -0.2394  -3.9070
C  3.6796  -0.5654  -2.7285
C  3.9742  0.1038  -1.4571
C  5.3105  0.3015  -1.0627
C  5.5760  0.9268  0.1476
C  4.5130  1.3280  0.9466
C  3.1908  1.1000  0.5339
C  2.8579  0.4765  -0.6821
O  1.6504  0.2846  -1.0467
H  7.1917  -0.3416  -7.3817
H  6.8128  -1.9264  -6.6942
H  7.5617  -0.7063  -5.6535
H  6.7474  1.8435  -6.9414
H  6.6004  4.0054  -5.7707
H  5.2208  4.2321  -3.7231
H  3.9750  2.3214  -2.8357
H  3.8935  -0.9063  -4.6639
H  3.0653  -1.4816  -2.6633
H  6.1365  -0.0319  -1.6812
H  6.5973  1.0938  0.4744
H  4.6944  1.8131  1.9016
H  2.3799  1.4201  1.1904
S  1.9234  -1.4334  0.2818
C  3.3226  -2.4820  0.4857
N  4.2446  -3.1730  0.6200
N  -0.9708  -1.6918  0.6687
C  -0.7692  -2.9297  0.5637
C  -1.6599  -3.8630  1.2930
C  -2.1838  -3.5119  2.5437
C  -3.0275  -4.3933  3.2231
C  -3.3553  -5.6241  2.6556
C  -2.8439  -5.9750  1.4068
C  -2.0001  -5.0964  0.7238
C  0.3511  -3.3876  -0.2869
C  0.5907  -2.7802  -1.5252
C  1.6495  -3.2173  -2.3232
C  2.4732  -4.2541  -1.8846
C  2.2428  -4.8545  -0.6468
C  1.1843  -4.4221  0.1542
H  -1.9355  -2.5581  3.0024
H  -3.4299  -4.1179  4.1946
H  -4.0142  -6.3079  3.1848
H  -3.1071  -6.9308  0.9608
H  -1.6277  -5.3798  -0.2572
H  -0.0467  -1.9742  -1.8800
H  1.8321  -2.7477  -3.2864
H  3.2990  -4.5910  -2.5063
H  2.8913  -5.6561  -0.3026
H  1.0265  -4.8877  1.1236
S  -3.2279  1.6383  3.3585
C  -2.0772  1.0543  2.1612
N  -1.3189  0.6694  1.3723
C  1.2912  4.2816  -1.2210
N  0.3105  4.2793  -0.1544
C  -0.1576  5.5279  0.4083
C  -0.1697  3.0745  0.3163
O  0.1603  1.9682  -0.0900
H  1.5803  5.3000  -1.4920
H  0.8663  3.7774  -2.0944
H  2.1744  3.7259  -0.8918
H  0.3184  6.3857  -0.0728
H  0.0645  5.5364  1.4796
H  -1.2424  5.5879  0.2782
H  -0.9089  3.1992  1.1257
H  -0.2903  -0.9822  -1.4200

LUMO (alpha / beta) = 3.76 / 3.76 eV
HOMO level (alpha / beta) = -0.47 / -0.89 eV
2S+1 = 2
Kohn-Sham gap (alpha / beta) = 4.23 / 4.64 eV
net charge = -2



Entry 2:
Formula: C46H54BrO4PSSi
Source: OMol25
Level of theory: ωB97M-V/def2-TZVPD

Cartesian coordinates (Å):
C  6.4307  -5.3676  1.2172
C  6.7503  -3.9035  1.9518
S  5.5625  -2.5984  1.2265
C  3.7881  -3.1949  1.3038
C  2.6911  -2.0613  1.7504
C  1.4441  -1.7706  0.6817
C  0.2542  -0.6789  1.0367
C  0.2784  0.1536  2.4872
C  1.5188  -0.1025  3.5284
C  2.7234  -1.1973  3.1660
C  3.9266  -1.3965  4.2627
C  4.9192  -0.1023  4.4456
O  5.5749  0.1293  3.1492
Si  5.3663  1.7768  2.5747
C  5.6006  1.6912  0.6262
C  6.7531  3.0072  3.1936
C  3.6165  2.5279  2.8589
C  -0.9977  1.1963  2.7724
O  -0.8195  2.3928  3.3480
C  -2.4755  0.6310  2.2482
C  -3.8847  0.7907  3.0720
C  -5.3264  0.1844  2.4819
P  -7.0017  0.2765  3.3971
C  -8.4439  0.7951  2.2558
C  -9.1132  -0.4403  1.3908
C  -7.2985  -1.5304  4.0625
C  -8.7737  -1.6943  4.7800
C  -5.3038  -0.5467  1.0029
C  -3.9037  -0.7166  0.1640
C  -3.9156  -1.4657  -1.3077
C  -4.3245  -0.2905  -2.4144
O  -4.6586  -0.5563  -3.6908
Br  -4.3562  1.6549  -1.8143
C  -2.4901  -0.1581  0.7802
C  -1.0197  -0.3369  0.0094
O  -0.8570  -0.1966  -1.3232
H  5.3010  -5.6798  1.4250
H  6.6022  -5.2595  0.0541
H  7.1039  -6.2252  1.6799
H  6.5625  -4.0810  3.1045
H  7.8873  -3.6541  1.7125
H  3.6545  -4.1143  2.0499
H  3.4808  -3.5872  0.2189
H  1.3329  -2.3461  -0.3555
H  1.5717  0.4781  4.5686
H  3.4112  -1.6510  5.2925
H  4.5505  -2.3647  3.9577
H  4.4233  0.8409  4.9291
H  5.7775  -0.4410  5.2024
H  4.5212  1.7252  0.1339
H  6.3012  2.5492  0.2339
H  6.0391  0.6204  0.3342
H  7.8313  2.5266  3.1627
H  6.7750  3.8720  2.3714
H  6.4918  3.5038  4.2284
H  2.9318  2.3363  1.9103
H  3.0835  2.1848  3.8543
H  3.7662  3.7065  2.9763
H  -3.9299  1.3376  4.1296
H  -9.3182  1.2000  2.9605
H  -8.1859  1.7176  1.5457
H  -9.1832  -1.4589  2.0008
H  -10.2402  -0.1883  1.0931
H  -8.5040  -0.5719  0.3729
H  -7.3296  -2.2237  3.0950
H  -6.4422  -1.8776  4.7965
H  -9.4807  -2.3933  4.1192
H  -9.3495  -0.6679  4.9248
H  -8.6855  -2.1955  5.8338
H  -6.2819  -0.9876  0.5275
H  -4.7438  -2.3210  -1.2431
H  -2.9117  -2.0194  -1.5711
C  9.3674  0.6322  -3.7270
C  9.3561  -0.2785  -2.6709
C  8.1486  -0.6417  -2.0752
C  6.9516  -0.0904  -2.5329
C  6.9638  0.8274  -3.5829
C  8.1709  1.1878  -4.1812
H  10.3077  0.9099  -4.1954
H  10.2890  -0.7062  -2.3124
H  8.1399  -1.3540  -1.2544
H  6.0105  -0.3751  -2.0707
H  6.0316  1.2616  -3.9359
H  8.1800  1.9012  -5.0010
C  -9.1779  -0.6136  -7.3559
C  -8.8955  -1.5886  -6.3996
C  -7.7608  -1.4717  -5.5974
C  -6.9052  -0.3810  -5.7544
C  -7.1827  0.5892  -6.7171
C  -8.3194  0.4743  -7.5168
H  -10.0658  -0.7015  -7.9762
H  -9.5607  -2.4399  -6.2789
H  -7.5428  -2.2300  -4.8499
H  -6.0225  -0.2883  -5.1279
H  -6.5129  1.4363  -6.8437
H  -8.5368  1.2317  -8.2653
C  -0.1779  3.5114  -3.3059
C  0.1045  2.5364  -2.3496
C  1.2392  2.6533  -1.5474
C  2.0948  3.7440  -1.7044
C  1.8173  4.7142  -2.6671
C  0.6806  4.5993  -3.4668
H  -1.0658  3.4235  -3.9262
H  -0.5607  1.6851  -2.2289
H  1.4572  1.8950  -0.7999
H  2.9775  3.8367  -1.0779
H  2.4871  5.5613  -2.7937
H  0.4632  5.3567  -4.2153

LUMO = -1.82 eV
HOMO level = -8.36 eV
Kohn-Sham gap = 6.54 eV
net charge = 0